Entry 1:
A molecular structure, C4H10OS at a distorted geometry, computed with the ωB97M-V functional and the def2-TZVPD basis.

ORCA input file:
```
! RIJCOSX wB97M-V def2-TZVPD def2/J DEFGRID3
* xyz 0 1
O -2.269 0.857 -1.306
C 2.129 0.296 -1.286
H 2.968 -0.469 -1.422
C -2.487 -1.179 0.431
H -2.075 -2.083 0.794
H -2.534 -0.426 2.435
C -3.061 -0.251 1.467
H 1.634 0.764 -2.091
H -0.987 -4.615 5.056
H 1.985 0.231 0.918
H -3.143 0.751 1.229
H 0.933 1.405 0.024
C 1.716 0.709 -0.100
H -1.372 -3.969 5.287
H -4.135 -0.648 1.606
S -1.977 -0.593 -1.088
*
```

Summary:
* E_HOMO (spin up / spin down): -9.176 / -9.176 eV

Formally, the natural (NBO) partial charges of the atoms, in units of the elementary charge, are as follows: number 1, O, carries -0.907; number 2, C, carries -0.399; number 3, H, carries 0.205; number 4, C, carries -0.451; number 5, H, carries 0.225; number 6, H, carries 0.228; number 7, C, carries -0.666; number 8, H, carries 0.200; number 9, H, carries 0.003; number 10, H, carries 0.186; number 11, H, carries 0.241; number 12, H, carries 0.191; number 13, C, carries -0.384; number 14, H, carries -0.002; number 15, H, carries 0.232; number 16, S, carries 1.098

---

Entry 2:
A molecular structure, C13H20Br6O7, computed with the ωB97M-V functional and the def2-TZVPD basis.

ORCA input file:
```
! RIJCOSX wB97M-V def2-TZVPD def2/J DEFGRID3
* xyz 0 1
C -0.449 -3.728 1.895
H -0.223 0.288 2.834
Br 3.016 3.022 2.423
C -0.764 -0.850 -3.872
O 0.743 -1.940 2.877
H -2.392 -2.234 -3.798
C 2.022 -3.210 1.328
C -1.033 2.257 2.553
C -0.576 5.533 0.392
H -1.504 2.873 1.784
H 2.896 -2.939 1.917
H 2.026 -4.243 0.996
H -0.754 4.471 0.358
H -0.229 -4.784 2.063
O -0.342 0.245 -4.750
Br -1.483 6.196 1.947
O 1.661 0.983 -5.460
H 0.243 -2.558 -4.855
Br 1.310 5.804 0.454
H -0.788 -0.428 -2.869
O 1.482 -0.984 -4.387
H -2.765 0.770 1.277
H 0.657 -2.314 -3.116
O 0.184 0.949 0.940
H 1.962 0.803 2.514
Br 2.048 1.249 4.890
H -1.203 -3.436 2.627
C -0.144 0.002 0.058
H -2.862 -0.506 -4.092
H -1.667 2.237 3.439
C 1.003 0.180 -4.896
O -1.405 -0.446 0.278
C -1.915 0.114 1.473
C 0.774 -2.879 2.113
H -0.844 -3.597 0.887
C 0.379 -1.834 -4.053
O 0.553 -0.419 -0.810
H -2.247 -0.670 2.154
C -2.142 -1.293 -4.292
C 2.762 1.257 3.075
H -2.131 -1.502 -5.364
H -0.122 2.791 2.843
H 2.025 -2.547 0.455
C -0.718 0.882 2.070
Br -1.322 6.315 -1.201
Br 4.280 0.119 2.903
*
```

Summary:
* E_HOMO: -10.182 eV

Formally, the natural (NBO) partial charges of the atoms, in units of the elementary charge, are as follows: number 1, C, carries -0.727; number 2, H, carries 0.219; number 3, Br, carries 0.114; number 4, C, carries 0.060; number 5, O, carries -0.583; number 6, H, carries 0.217; number 7, C, carries -0.732; number 8, C, carries -0.635; number 9, C, carries -0.507; number 10, H, carries 0.205; number 11, H, carries 0.246; number 12, H, carries 0.220; number 13, H, carries 0.218; number 14, H, carries 0.232; number 15, O, carries -0.504; number 16, Br, carries 0.088; number 17, O, carries -0.574; number 18, H, carries 0.183; number 19, Br, carries 0.110; number 20, H, carries 0.204; number 21, O, carries -0.493; number 22, H, carries 0.186; number 23, H, carries 0.209; number 24, O, carries -0.501; number 25, H, carries 0.226; number 26, Br, carries 0.058; number 27, H, carries 0.230; number 28, C, carries 0.984; number 29, H, carries 0.227; number 30, H, carries 0.233; number 31, C, carries 0.972; number 32, O, carries -0.497; number 33, C, carries -0.091; number 34, C, carries 0.615; number 35, H, carries 0.242; number 36, C, carries -0.097; number 37, O, carries -0.597; number 38, H, carries 0.201; number 39, C, carries -0.624; number 40, C, carries -0.506; number 41, H, carries 0.219; number 42, H, carries 0.239; number 43, H, carries 0.259; number 44, C, carries 0.049; number 45, Br, carries 0.095; number 46, Br, carries 0.108

---

Relative energy (zero: lowest compared OMol25 entry of this formula, charge and spin) across the listed records, respectively: 361.4; 0.0 kJ/mol.